*P*
{
  "formula": "C5H30N2O10",
  "method": "ωB97M-V/def2-TZVPD",
  "elements": ["C", "C", "N", "C", "C", "C", "N", "O", "H", "H", "H", "H", "H", "H", "H", "H", "H", "H", "H", "H", "O", "H", "H", "O", "H", "H", "O", "H", "H", "O", "H", "H", "O", "H", "H", "O", "H", "H", "O", "H", "H", "O", "H", "H", "O", "H", "H"],
  "positions_angstrom": [[-3.3743, -2.6040, 0.8741], [-2.5451, -1.5817, 0.1035], [-1.3480, -1.2197, 0.8814], [-1.7121, -0.4154, 2.0355], [-0.3889, -0.4721, 0.0376], [0.1682, -1.4154, -0.9960], [1.1140, -2.2760, -0.5962], [-0.2266, -1.3502, -2.1616], [-4.1136, -3.0455, 0.1964], [-3.9374, -2.1671, 1.7014], [-2.7770, -3.4257, 1.2453], [-2.2384, -2.0470, -0.8342], [-3.1258, -0.6927, -0.1540], [-2.1398, 0.5645, 1.8004], [-2.4401, -0.9513, 2.6351], [-0.8628, -0.2350, 2.6733], [0.4025, -0.0848, 0.6740], [-0.8650, 0.3579, -0.4872], [1.5061, -2.9398, -1.2395], [1.3961, -2.3177, 0.3613], [-1.8138, 0.9149, -2.6214], [-1.1749, 1.3072, -3.2635], [-1.4126, 0.0287, -2.4114], [1.2957, 3.2230, -0.7628], [1.4403, 4.1201, -1.0343], [0.2897, 3.1458, -0.6495], [0.7353, 1.4908, -3.4367], [0.9718, 1.9463, -2.5979], [0.8566, 0.5686, -3.2338], [-3.3764, 2.6214, 1.0429], [-4.2843, 2.7826, 0.7734], [-3.3365, 1.6867, 1.2574], [-1.4468, 3.0320, -0.8952], [-1.5908, 2.2773, -1.5209], [-2.1588, 2.9850, -0.2188], [3.1196, 2.4750, 1.2573], [2.4050, 2.7089, 0.5902], [3.8459, 3.0722, 1.0771], [5.6943, -0.2930, 3.6193], [5.0529, -0.2149, 2.8920], [6.0950, -1.1381, 3.4858], [3.7377, -0.2030, 1.7449], [2.9330, -0.5106, 2.1995], [3.5986, 0.7696, 1.5435], [-0.9754, -4.6354, -0.0841], [-0.7272, -3.6932, 0.0182], [-1.4196, -4.6677, -0.9835]],
  "homo_lumo_gap_ev": 9.97,
  "total_charge": 0
}

***

*Q*
{
  "formula": "C5H30N2O10",
  "method": "ωB97M-V/def2-TZVPD",
  "elements": ["C", "C", "C", "N", "N", "C", "C", "O", "H", "H", "H", "H", "H", "H", "H", "H", "H", "H", "H", "H", "O", "H", "H", "O", "H", "H", "O", "H", "H", "O", "H", "H", "O", "H", "H", "O", "H", "H", "O", "H", "H", "O", "H", "H", "O", "H", "H"],
  "positions_angstrom": [[-0.8723, -1.8339, -0.3215], [-1.2001, -0.4509, 0.2830], [-1.7378, -0.5304, 1.6993], [-3.1173, 0.0300, 1.7417], [-0.0689, 0.4329, -0.0043], [-0.0234, 1.2354, -1.1959], [1.0990, 0.2839, 0.6540], [2.1533, 0.8032, 0.2772], [-0.3489, -1.6179, -1.2960], [-1.7643, -2.3653, -0.6004], [-0.1270, -2.2856, 0.3396], [-2.0552, -0.0539, -0.2650], [-1.7151, -1.5530, 2.1356], [-1.2335, 0.1585, 2.4291], [-3.5407, -0.2362, 2.6206], [-3.6997, -0.2878, 0.9696], [0.8533, 1.0194, -1.8090], [-0.9490, 1.4408, -1.7283], [0.1364, 2.3236, -0.9542], [1.1672, -0.1668, 1.6170], [-0.9041, 0.2637, -3.9548], [-1.3305, 0.3035, -3.0938], [-0.9031, 1.1685, -4.3017], [3.0376, -0.9908, -1.9090], [2.7085, -0.3727, -1.2357], [2.3653, -0.9660, -2.6282], [-3.1418, -0.9404, -2.5680], [-3.8505, -0.5737, -3.1243], [-3.1529, -1.8971, -2.7133], [0.3641, 3.1477, 1.6290], [0.6915, 2.7163, 0.8236], [-0.4717, 3.5621, 1.3664], [0.9694, -1.6493, -3.6675], [0.3059, -0.9243, -3.7469], [0.8770, -2.0394, -4.5426], [2.7207, -2.1429, 0.7014], [2.8088, -2.3088, -0.2536], [3.5570, -2.4414, 1.0876], [1.9219, 1.3325, 3.1788], [1.2191, 1.9964, 3.1148], [2.3193, 1.2982, 2.2973], [-2.3032, 2.8766, 1.2831], [-3.1397, 3.3315, 1.4623], [-2.6470, 1.9762, 1.1007], [1.2146, -1.7647, 3.3624], [1.4333, -0.8132, 3.3464], [1.4427, -2.0805, 2.4759]],
  "homo_lumo_gap_ev": 9.42,
  "total_charge": 0
}

***

Computed relative energies in units of eV: *P* 0.000; *Q* 1.450

***

*P*
{
  "formula": "C5H14N2O2",
  "method": "ωB97M-V/def2-TZVPD",
  "elements": ["C", "C", "C", "C", "O", "O", "H", "H", "H", "H", "H", "H", "H", "H", "C", "N", "N", "H", "H", "H", "H", "H", "H"],
  "positions_angstrom": [[1.0809, -0.9310, 0.5749], [0.9104, -1.7869, -0.6627], [1.6088, 1.4958, 1.3568], [1.2357, 0.7586, 0.0518], [0.1112, -1.0771, 1.5209], [2.0825, 0.7913, -0.9094], [-0.7678, -0.9649, 1.0537], [2.0654, -1.0489, 1.0279], [1.6980, -1.5650, -1.3794], [0.9571, -2.8386, -0.3686], [-0.0591, -1.6153, -1.1296], [0.8731, 1.2988, 2.1380], [2.5855, 1.1455, 1.6825], [1.6793, 2.5662, 1.1541], [-2.5732, -0.1916, -1.1181], [-1.9163, -0.1479, 0.1651], [-0.1377, 1.1113, -0.3175], [-2.3313, 0.5927, 0.7308], [-0.2292, 1.1682, -1.3266], [-0.5508, 1.9073, 0.1511], [-2.0799, -0.9124, -1.7714], [-2.6306, 0.7740, -1.6425], [-3.6118, -0.5302, -0.9817]],
  "homo_lumo_gap_ev": [8.82, 6.89],
  "total_charge": 0
}

***

*Q*
{
  "formula": "C5H14N2O2",
  "method": "ωB97M-V/def2-TZVPD",
  "elements": ["C", "C", "N", "H", "H", "H", "H", "H", "H", "H", "C", "C", "N", "C", "O", "O", "H", "H", "H", "H", "H", "H", "H"],
  "positions_angstrom": [[0.6432, -1.7400, -1.1246], [2.1418, -1.5936, -0.8822], [-0.1468, -1.1002, -0.0599], [0.5271, -0.1679, 0.8455], [-0.7420, -1.7512, 0.4355], [0.3708, -1.2566, -2.0662], [0.3635, -2.7939, -1.1925], [2.4026, -0.5404, -0.7766], [2.7029, -2.0167, -1.7168], [2.4369, -2.1131, 0.0318], [-0.2194, 1.9952, 1.7244], [-2.2597, 0.2585, 0.2015], [0.2837, 1.0455, 0.7467], [-0.8815, 0.2321, -0.4312], [1.1966, 1.6927, -0.1200], [-0.6731, 0.7250, -1.5557], [0.7178, 1.6103, -0.9898], [-0.8636, 1.4720, 2.4304], [-0.7897, 2.7798, 1.2212], [0.6102, 2.4588, 2.2599], [-2.9197, -0.3679, -0.3983], [-2.2613, -0.1069, 1.2290], [-2.6404, 1.2782, 0.1879]],
  "homo_lumo_gap_ev": 9.97,
  "total_charge": 0
}

***

Computed relative energies in units of eV: *P* 1.236; *Q* 0.000

***

*P*
{
  "formula": "C5H14N2O3",
  "method": "ωB97M-V/def2-TZVPD",
  "elements": ["C", "N", "N", "C", "O", "O", "H", "H", "H", "H", "H", "H", "C", "C", "C", "O", "H", "H", "H", "H", "H", "H", "H", "H"],
  "positions_angstrom": [[1.3951, -1.5974, -1.3512], [1.1963, -1.2295, 0.0302], [2.2903, -0.5815, 0.6295], [0.1179, -1.5396, 0.7662], [-0.0133, -1.2162, 1.9341], [-0.8359, -2.2101, 0.0872], [2.2064, -2.3228, -1.4338], [0.4862, -2.0267, -1.7438], [1.6611, -0.7031, -1.9216], [1.9584, 0.1169, 1.2900], [2.8616, -1.2623, 1.1611], [-1.5858, -2.3634, 0.6791], [-1.6291, 1.1470, -1.3423], [-1.5474, 1.3706, 0.1628], [-0.1616, 1.8730, 0.5786], [0.1290, 1.6745, 1.9405], [-1.3461, 2.0542, -1.8841], [-2.6459, 0.8736, -1.6275], [-0.9607, 0.3464, -1.6441], [-1.7589, 0.4345, 0.6840], [-2.3038, 2.0939, 0.4807], [0.5954, 1.3763, -0.0504], [-0.0784, 2.9507, 0.4099], [-0.0306, 0.7412, 2.1653]],
  "homo_lumo_gap_ev": 10.31,
  "total_charge": 0
}

***

*Q*
{
  "formula": "C5H14N2O3",
  "method": "ωB97M-V/def2-TZVPD",
  "elements": ["C", "C", "N", "C", "C", "N", "C", "O", "H", "H", "H", "H", "H", "H", "H", "H", "H", "H", "O", "H", "H", "O", "H", "H"],
  "positions_angstrom": [[-2.0709, -0.6901, -0.8838], [-1.5449, 0.0820, 0.0684], [-2.3527, 0.8957, 0.9023], [-0.0730, 0.0431, 0.3137], [0.6871, 1.2586, -0.3865], [2.1416, 1.0710, -0.2075], [0.1108, 2.5792, 0.1710], [0.8348, 3.3899, 0.6817], [-1.4222, -1.2689, -1.5434], [-3.1271, -0.8967, -1.0977], [-2.1648, 0.9209, 1.8956], [-3.2938, 0.5287, 0.7570], [0.4962, -0.7203, -0.2529], [0.3160, -0.2347, 1.2801], [0.4125, 1.1111, -1.4646], [2.5443, 1.8591, -0.7086], [2.4600, 1.1557, 0.7550], [-0.9940, 2.6258, 0.1031], [1.7911, -1.5070, -1.3108], [1.6258, -2.3622, -0.9354], [2.1866, -0.7403, -0.8504], [0.1918, -3.2657, 0.9079], [0.7733, -3.0960, 1.6479], [0.4718, -2.7389, 0.1582]],
  "homo_lumo_gap_ev": 9.26,
  "total_charge": 0
}

***

Computed relative energies in units of eV: *P* 0.000; *Q* 1.681